Entry 1:
DFT (ωB97M-V with the def2-TZVPD basis set) results for C11H23F5NO3P2PbTe as an isolated structure.

Output
- energy relative to the best compared isomer or geometry (same formula, charge and spin) (eV) = 0.000
- HOMO (eV) = -18.25
- net charge = +3
- gap between HOMO and LUMO (Ha) = 0.13267

Last column: Löwdin charge in e.
CARTESIAN COORDINATES (ANGSTROEM)
Pb (0.000, -0.521, 1.408)  1.398
P (-2.421, 0.206, 0.306)  0.921
C (-2.246, 0.956, -1.340)  -0.243
C (-0.825, 1.233, -1.763)  -0.314
N (0.238, 0.887, -1.013)  0.038
C (1.456, 1.309, -1.409)  -0.318
C (1.633, 2.092, -2.545)  0.029
C (0.545, 2.375, -3.377)  0.046
C (-0.702, 1.900, -2.981)  0.022
C (2.683, 1.043, -0.558)  -0.230
P (2.568, -0.478, 0.469)  0.896
H (-1.614, 1.988, -3.586)  0.151
H (2.632, 2.412, -2.812)  0.140
H (0.648, 2.880, -4.324)  0.142
H (3.556, 0.946, -1.228)  0.133
H (2.859, 1.909, 0.112)  0.134
H (-2.696, 0.329, -2.105)  0.120
H (-2.762, 1.943, -1.383)  0.143
H (-2.273, -3.832, -3.178)  0.027
O (-2.766, -3.238, -3.761)  -0.062
H (-2.110, -2.599, -4.099)  0.036
H (-0.353, -5.096, -0.586)  0.055
O (0.137, -4.304, -0.846)  -0.086
H (1.072, -4.599, -0.848)  0.050
C (3.202, -1.766, -0.674)  -0.173
H (4.220, -1.539, -1.037)  0.104
H (3.209, -2.712, -0.108)  0.072
H (2.504, -1.890, -1.521)  0.078
C (3.783, -0.253, 1.796)  -0.179
H (3.817, -1.206, 2.345)  0.083
H (4.781, -0.010, 1.401)  0.107
H (3.428, 0.530, 2.484)  0.072
C (-2.976, 1.727, 1.162)  -0.174
H (-4.025, 1.924, 0.899)  0.104
H (-2.849, 1.616, 2.245)  0.056
H (-2.344, 2.560, 0.824)  0.084
C (-3.859, -0.925, 0.248)  -0.165
H (-3.971, -1.330, 1.268)  0.080
H (-4.783, -0.402, -0.051)  0.106
H (-3.665, -1.776, -0.429)  0.080
F (-0.187, 0.015, 6.074)  -0.286
Te (0.056, 0.934, 4.401)  1.954
F (-1.428, -0.197, 3.704)  -0.458
F (1.154, -0.638, 3.871)  -0.453
F (-1.221, 2.317, 4.858)  -0.313
F (1.639, 1.845, 5.060)  -0.315
O (0.257, 1.434, 2.624)  -0.689

=====

Entry 2:
DFT (ωB97M-V with the def2-TZVPD basis set) results for C11H23FInO14S3 as an isolated structure.

Output
- HOMO (eV) = -6.34
- net charge = -1
- gap between HOMO and LUMO (Ha) = 0.31543

Last column: Löwdin charge in e.
CARTESIAN COORDINATES (ANGSTROEM)
C (7.999, -1.010, 1.198)  -0.073
C (7.258, 0.118, 0.509)  -0.289
O (7.563, 0.092, -0.869)  -0.140
C (7.131, 1.241, -1.556)  -0.216
C (5.623, 1.501, -1.502)  -0.382
O (4.888, 0.337, -1.703)  -0.353
In (3.047, 0.407, -0.784)  0.740
C (3.354, 0.561, 1.395)  -0.256
C (2.244, 1.313, 2.168)  -0.201
C (1.692, 2.490, 1.429)  -0.570
O (0.517, 2.664, 1.204)  0.092
O (2.640, 3.386, 1.008)  0.038
S (1.685, -1.693, -1.274)  0.530
O (2.342, -2.738, -2.017)  -0.380
O (0.365, -1.290, -1.718)  -0.424
F (1.389, -2.355, 0.185)  -0.293
H (7.816, -1.947, 0.674)  0.079
H (9.070, -0.820, 1.260)  0.069
H (7.618, -1.092, 2.219)  0.072
H (6.182, -0.049, 0.636)  0.100
H (7.527, 1.086, 0.952)  0.123
H (7.623, 2.133, -1.132)  0.117
H (7.458, 1.141, -2.591)  0.120
H (5.402, 1.964, -0.521)  0.087
H (5.411, 2.277, -2.257)  0.110
H (2.144, 1.761, -1.454)  -0.026
H (3.409, -0.447, 1.800)  0.037
H (4.292, 1.093, 1.541)  0.029
H (1.416, 0.658, 2.428)  0.113
H (2.687, 1.668, 3.104)  0.117
H (2.663, 3.354, 0.039)  0.071
C (-2.837, -0.212, -1.761)  -0.140
C (-2.490, 0.768, -0.662)  -0.132
O (-3.735, 1.474, -0.433)  -0.186
S (-4.959, 0.496, -0.666)  0.569
O (-5.414, -0.028, 0.578)  -0.244
O (-5.882, 1.119, -1.548)  -0.232
O (-4.173, -0.655, -1.427)  -0.192
H (-2.866, 0.267, -2.740)  0.137
H (-2.159, -1.060, -1.785)  0.117
H (-1.718, 1.476, -0.945)  0.140
H (-2.200, 0.260, 0.258)  0.140
C (-8.321, -1.761, 0.017)  -0.154
C (-8.846, -1.187, 1.314)  -0.152
O (-10.256, -1.476, 1.270)  -0.193
S (-10.503, -2.862, 0.519)  0.586
O (-10.645, -3.906, 1.469)  -0.227
O (-11.489, -2.654, -0.481)  -0.225
O (-9.062, -2.984, -0.151)  -0.187
H (-8.532, -1.105, -0.828)  0.138
H (-7.258, -1.976, 0.060)  0.125
H (-8.697, -0.115, 1.391)  0.136
H (-8.412, -1.684, 2.182)  0.136

=====

Entry 3:
DFT (ωB97M-V with the def2-TZVPD basis set) results for C11H23FNO2P2Pr as an isolated structure.

Output
- energy relative to the best compared isomer or geometry (same formula, charge and spin) (eV) = 0.000
- spin multiplicity = 3
- HOMO (alpha / beta) (eV) = -15.94 / -15.94
- net charge = +2
- gap between HOMO and LUMO (alpha / beta) (Ha) = 0.31450 / 0.33163

Last column: Löwdin charge in e.
CARTESIAN COORDINATES (ANGSTROEM)
Pr (0.355, 0.996, 1.250)  1.267
P (2.249, -1.137, 1.534)  0.785
C (2.390, -1.485, -0.292)  -0.266
C (1.029, -1.665, -0.916)  -0.331
N (-0.069, -1.005, -0.444)  -0.002
C (-1.246, -1.327, -1.057)  -0.316
C (-1.325, -2.131, -2.164)  -0.002
C (-0.175, -2.706, -2.711)  0.037
C (1.015, -2.457, -2.034)  -0.004
C (-2.577, -0.791, -0.607)  -0.252
P (-2.359, 0.729, 0.426)  0.779
H (1.954, -2.870, -2.388)  0.136
H (-2.287, -2.295, -2.630)  0.134
H (-0.210, -3.309, -3.604)  0.133
H (-3.118, -0.539, -1.534)  0.112
H (-3.102, -1.568, -0.021)  0.125
H (2.891, -0.642, -0.827)  0.125
H (2.918, -2.444, -0.432)  0.112
H (1.650, 4.011, -1.105)  0.043
O (2.060, 3.273, -1.610)  -0.097
H (2.437, 3.753, -2.403)  0.088
H (-1.244, 4.715, 1.122)  0.043
O (-1.064, 5.255, 0.314)  -0.075
H (-1.429, 6.131, 0.513)  0.061
C (-2.568, 1.962, -0.891)  -0.235
H (-3.569, 1.874, -1.341)  0.078
H (-2.438, 2.955, -0.433)  0.041
H (-1.809, 1.869, -1.687)  0.072
C (-3.900, 0.812, 1.314)  -0.240
H (-3.834, 1.719, 1.928)  0.063
H (-4.764, 0.879, 0.632)  0.081
H (-4.016, -0.047, 1.985)  0.069
C (2.371, -2.815, 2.172)  -0.232
H (3.318, -3.304, 1.885)  0.079
H (2.315, -2.722, 3.267)  0.067
H (1.528, -3.440, 1.843)  0.068
C (3.902, -0.497, 1.840)  -0.249
H (3.919, -0.255, 2.908)  0.064
H (4.658, -1.268, 1.611)  0.080
H (4.109, 0.421, 1.278)  0.060
F (0.038, 1.365, 3.315)  -0.502

=====

Entry 4:
DFT (ωB97M-V with the def2-TZVPD basis set) results for C11H23N2O5P2Tb as an isolated structure.

Output
- energy relative to the best compared isomer or geometry (same formula, charge and spin) (eV) = 0.000
- spin multiplicity = 7
- HOMO (alpha / beta) (eV) = -15.98 / -15.98
- net charge = +2
- gap between HOMO and LUMO (alpha / beta) (Ha) = 0.31420 / 0.32095

Last column: Löwdin charge in e.
CARTESIAN COORDINATES (ANGSTROEM)
Tb (0.111, 0.738, 1.603)  1.640
P (-2.504, 0.278, 0.658)  0.807
C (-2.239, 1.059, -0.999)  -0.279
C (-0.854, 1.524, -1.442)  -0.230
N (0.251, 1.356, -0.527)  -0.115
C (1.523, 1.530, -1.059)  -0.315
C (1.723, 2.072, -2.280)  0.012
C (0.592, 2.336, -3.088)  0.007
C (-0.614, 1.974, -2.686)  -0.050
C (2.719, 1.057, -0.197)  -0.298
P (2.524, -0.603, 0.679)  0.810
H (-1.531, 2.159, -3.319)  0.171
H (2.772, 2.319, -2.598)  0.159
H (0.778, 2.853, -4.081)  0.168
H (3.595, 0.901, -0.840)  0.097
H (2.968, 1.807, 0.562)  0.097
H (-2.597, 0.357, -1.682)  0.068
H (-2.916, 1.967, -1.051)  0.131
H (-1.961, -3.892, -3.455)  0.003
O (-1.086, -4.146, -3.258)  -0.041
H (-0.566, -3.318, -3.318)  0.038
H (-1.475, -4.027, 1.389)  0.003
O (-0.578, -3.738, 1.461)  -0.099
H (-0.428, -4.745, 1.565)  0.104
C (2.999, -1.748, -0.673)  -0.242
H (3.685, -1.272, -1.390)  0.065
H (3.478, -2.653, -0.269)  0.070
H (2.091, -2.062, -1.205)  0.043
C (4.085, -0.597, 1.643)  -0.249
H (4.114, -1.497, 2.270)  0.065
H (4.976, -0.589, 0.995)  0.073
H (4.114, 0.279, 2.304)  0.055
C (-3.421, 1.653, 1.464)  -0.250
H (-4.501, 1.503, 1.318)  0.064
H (-3.200, 1.681, 2.535)  0.042
H (-3.131, 2.616, 1.016)  0.062
C (-3.897, -0.855, 0.311)  -0.227
H (-3.876, -1.680, 1.045)  0.060
H (-4.866, -0.339, 0.413)  0.066
H (-3.824, -1.281, -0.699)  0.060
O (0.184, 1.427, 5.477)  0.230
N (0.245, 1.266, 4.295)  -0.454
O (1.051, 0.374, 3.690)  -0.209
O (-0.510, 1.954, 3.422)  -0.213

=====

Entry 5:
DFT (ωB97M-V with the def2-TZVPD basis set) results for the molecule C11H23N3O3.

Output
- energy relative to the best compared isomer or geometry (same formula, charge and spin) (eV) = 2.668
- HOMO (eV) = -8.72
- net charge = 0
- gap between HOMO and LUMO (Ha) = 0.33796

Last column: Löwdin charge in e.
CARTESIAN COORDINATES (ANGSTROEM)
C (-2.733, 0.403, 0.627)  -0.055
C (-2.015, 1.087, 1.801)  -0.405
C (-2.536, 0.804, 3.195)  -0.088
C (-0.425, 1.185, 1.849)  -0.241
N (-0.032, 2.348, 2.739)  0.031
C (0.243, 1.344, 0.454)  -0.478
O (0.335, 2.466, -0.037)  0.039
N (0.707, 0.270, -0.184)  0.101
C (0.816, -1.176, 0.155)  -0.211
C (0.694, -2.005, -1.090)  -0.173
C (-0.371, -1.502, -1.930)  -0.226
C (0.057, -0.343, -2.848)  -0.169
C (1.593, -0.292, -3.204)  -0.278
N (2.486, 0.516, -2.336)  -0.011
C (1.886, -1.388, 1.143)  -0.463
O (2.506, -0.485, 1.678)  0.119
O (2.141, -2.715, 1.331)  0.124
H (-3.711, 0.248, 0.800)  0.024
H (-2.272, -0.511, 0.186)  0.058
H (-2.668, 1.161, -0.221)  0.109
H (-2.449, 2.078, 1.632)  0.122
H (-2.050, -0.113, 3.641)  0.096
H (-3.613, 0.729, 3.015)  0.073
H (-2.272, 1.771, 3.693)  0.082
H (-0.138, 0.140, 2.296)  0.151
H (1.007, 2.364, 2.660)  0.083
H (-0.417, 3.316, 2.539)  0.107
H (1.296, 0.664, -0.985)  0.111
H (-0.090, -1.506, 0.772)  0.183
H (1.479, -2.050, -1.858)  0.104
H (0.545, -3.098, -0.849)  0.148
H (-0.748, -2.236, -2.552)  0.092
H (-1.236, -1.039, -1.405)  0.103
H (-0.148, 0.663, -2.353)  0.119
H (-0.543, -0.211, -3.761)  0.109
H (1.576, 0.274, -4.117)  0.088
H (2.023, -1.278, -3.599)  0.128
H (3.148, 1.065, -2.966)  0.121
H (3.015, -0.126, -1.764)  0.069
H (2.914, -2.822, 1.854)  0.104

=====

Energy list, top to bottom, in Ha: -2355.19394, -2970.88571, -1937.30768, -2425.18096, -822.86109